{"formula": "C28H69Cu2N5O14", "method": "the ωB97M-V functional and the def2-TZVPD basis", "spin_multiplicity": 3, "s_squared": 2.01, "total_charge": 2, "orbital_gap_ev": [5.0443, 2.3315], "symbols": ["Cu", "Cu", "O", "O", "O", "O", "O", "O", "O", "O", "O", "O", "O", "O", "O", "O", "N", "N", "N", "N", "N", "C", "C", "C", "C", "C", "C", "C", "C", "C", "C", "C", "C", "C", "C", "C", "C", "C", "C", "C", "C", "C", "C", "C", "C", "C", "C", "C", "C", "H", "H", "H", "H", "H", "H", "H", "H", "H", "H", "H", "H", "H", "H", "H", "H", "H", "H", "H", "H", "H", "H", "H", "H", "H", "H", "H", "H", "H", "H", "H", "H", "H", "H", "H", "H", "H", "H", "H", "H", "H", "H", "H", "H", "H", "H", "H", "H", "H", "H", "H", "H", "H", "H", "H", "H", "H", "H", "H", "H", "H", "H", "H", "H", "H", "H", "H", "H", "H"], "positions_angstrom": [[-2.79968, -0.11280, -1.62652], [-1.21834, -1.26661, 2.19972], [3.93676, -1.79536, -7.43094], [0.95986, -2.03785, 2.41046], [-0.24327, 0.49097, 1.03669], [2.66608, -1.66027, -3.27513], [-5.01198, 4.80446, -1.36092], [-0.79286, 0.73811, -1.00482], [-2.66639, 1.80713, -4.83530], [-0.81088, 1.04676, -5.59773], [-4.82905, -0.36639, -2.49760], [5.50718, 0.70440, 3.20129], [0.70456, 2.05398, -0.30571], [1.26892, 0.07647, 5.54559], [-3.20057, -4.53606, 5.21380], [-1.87396, 0.09899, -3.72787], [2.95583, 0.26562, -5.44055], [-0.94264, 0.14095, 4.01913], [2.80168, 2.82548, 2.39409], [-1.45207, -3.28689, 3.29931], [-3.49941, 2.12785, -2.05004], [-4.98965, 2.06839, -2.03801], [-3.76814, 4.77389, -2.01138], [-5.11566, -1.49812, -3.35050], [6.66023, 0.59855, 4.10747], [-1.80328, 0.92717, -4.70982], [-0.98981, 2.61137, 3.88607], [-5.58693, 0.86209, -2.87203], [4.89118, 1.92126, 3.37130], [-6.02296, 5.48114, -2.12306], [-0.27976, -4.05287, 2.78653], [-2.66353, -3.85315, 2.89057], [-0.16717, 1.10469, -0.04554], [-0.10509, 1.32455, 4.11307], [2.24930, -2.91907, -2.69909], [1.01926, -3.27224, 3.08699], [2.06595, 0.50300, -4.33397], [3.99981, 2.05934, 2.15102], [-3.61051, -5.58083, 6.07416], [1.51457, -0.86575, -3.70801], [2.22310, -0.24174, -6.61983], [-3.07392, -5.00341, 3.84158], [2.01223, -0.18146, 6.71559], [2.25654, -1.52251, 2.19703], [4.79028, 2.77870, 1.00392], [4.72251, -2.31284, -8.44741], [0.59510, 1.35005, 5.47647], [-3.07161, 3.45199, -1.53025], [3.21745, -0.64089, -7.82555], [-1.10545, -0.15254, 4.97173], [-1.75394, 0.74019, 3.96617], [5.30040, -3.12005, -7.99734], [4.12257, -2.67975, -9.28021], [3.22232, -3.40757, -2.64701], [2.87408, -2.09102, 1.50165], [-6.64946, 0.81910, -2.63267], [-2.02182, 3.57717, -1.79554], [1.28112, 1.18700, -4.65690], [4.22468, 1.86789, 4.23213], [-3.18897, 3.55853, -0.45184], [5.21549, 3.75808, 1.22327], [-5.47154, 2.89432, -2.56118], [-0.37858, -4.36310, 1.74629], [-3.20831, 5.70023, -1.88263], [-6.17715, -1.60647, -3.57321], [1.75720, -1.21845, -6.48921], [-0.49450, 3.50995, 4.25393], [-3.98079, -5.24802, 7.04381], [-1.47940, -3.37448, 4.30513], [2.55318, -0.87168, -8.65836], [4.44792, 2.83092, -0.02960], [5.59312, 2.74973, 3.46625], [-1.87385, 2.53107, 4.51862], [0.90622, -0.54717, -2.86152], [1.55170, -3.46489, -3.33433], [-0.19455, 1.24169, 6.21998], [7.17556, -0.36193, 4.10282], [-0.22568, -4.89095, 3.48136], [1.40985, 0.45559, -6.82096], [-5.42243, 2.00746, -1.03946], [-2.32832, -5.79673, 3.78825], [-2.79161, -4.20823, 1.86803], [1.03680, -3.11243, 4.16506], [3.81249, 0.23403, -8.08737], [2.12648, -0.58637, 1.65405], [-3.78573, 4.76427, -3.10120], [-3.22218, 2.24116, -3.01461], [6.36077, 0.62601, 5.15516], [2.67606, -1.01087, 6.47166], [1.40622, -0.43529, 7.58531], [0.87691, -1.36022, -4.44079], [-4.88608, -2.41030, -2.79975], [5.44152, -1.53226, -8.69604], [2.31084, 2.85319, 1.51182], [-5.78448, 6.53424, -2.27216], [1.77097, -4.03642, 2.88932], [2.67306, 0.62606, 7.03074], [3.45960, -0.60089, -5.31622], [-4.09616, -5.27378, 3.57694], [-1.22229, 1.85709, -5.90710], [0.45065, 2.04961, -1.23152], [-6.99840, 5.38654, -1.64593], [-6.08836, 5.19109, -3.17172], [-4.51472, -1.41583, -4.25615], [1.11890, 2.28163, 5.69066], [5.74797, 2.26755, 0.90577], [3.59980, 1.09523, 1.83709], [7.47600, 1.31324, 3.99871], [0.71546, 1.31041, 3.39570], [2.66778, 0.95995, -3.54842], [-3.52847, -3.19640, 2.98379], [-2.75514, -6.25224, 6.14935], [2.22467, 2.25393, 2.99450], [2.82847, -1.38007, 3.11393], [-1.25064, 2.75250, 2.83719], [1.79758, -2.80182, -1.71406], [-5.40161, 1.04058, -3.93123], [-4.36304, -6.24924, 5.65578]], "atomic_forces_ev_per_a": [[0.4, 1.8, -1.0], [2.5, 1.0, 1.5], [-1.3, 1.0, 1.0], [0.1, -1.1, -0.2], [0.1, -0.7, 3.6], [-2.4, 0.4, -0.4], [-0.9, 0.5, -0.9], [-3.7, -1.4, -4.2], [-1.2, -0.2, 1.0], [-0.5, -1.6, 1.5], [-0.9, 0.4, 0.1], [3.2, -1.4, 1.2], [0.5, 0.6, 1.1], [0.4, 1.2, -0.5], [0.3, 0.9, -1.4], [0.4, 0.1, -0.9], [-0.3, -1.2, -1.9], [-1.9, 0.0, -0.7], [-0.6, 0.7, 0.7], [1.6, 2.1, -2.3], [-1.5, 1.3, 0.3], [-1.0, -1.8, -1.4], [0.1, -1.5, -0.6], [0.0, 0.0, 0.4], [-0.4, -0.8, 0.4], [0.0, 0.3, 0.6], [1.0, -0.7, 0.5], [2.5, 0.3, 1.1], [-1.5, 0.2, -0.5], [0.3, 0.7, -0.1], [0.8, 0.7, 1.9], [-3.9, -1.5, 0.6], [0.3, -1.9, 1.6], [2.2, 2.6, 0.0], [1.2, 1.0, -0.7], [-2.2, -1.3, 0.4], [0.6, -1.9, 0.9], [0.3, 1.6, -2.0], [0.6, -1.4, -0.2], [1.2, 1.7, -0.1], [1.0, -0.3, -1.2], [-0.6, 0.6, 0.9], [0.7, -0.2, 0.3], [0.9, 1.5, -1.1], [1.5, -0.9, 0.2], [1.0, 0.0, 0.3], [-1.4, -1.8, 0.2], [0.8, 1.7, 0.8], [-1.9, 0.9, 1.5], [0.5, -1.2, 0.3], [-1.5, -0.9, -0.8], [-0.1, -0.2, -0.2], [0.1, 0.1, -0.3], [-0.4, -0.6, 0.3], [-0.3, -0.7, 0.1], [0.1, -0.5, -0.1], [0.2, -0.2, 0.2], [-0.1, -0.2, 0.3], [0.0, 0.3, 0.6], [0.2, -0.7, 0.2], [-0.9, 0.4, 0.6], [0.3, 0.4, 0.3], [-0.2, 0.2, 0.1], [0.5, -0.1, 0.9], [0.0, 0.5, -0.1], [-0.4, -0.2, 0.7], [0.2, 0.0, -0.2], [0.4, 0.4, -0.3], [0.4, 0.8, 0.6], [0.0, -0.1, -0.3], [-0.8, -0.2, 0.3], [0.0, 0.1, 0.0], [-0.3, 0.0, -0.1], [-0.2, -0.4, 0.4], [0.1, 0.0, -0.2], [-0.3, 0.6, 0.5], [-0.5, -0.3, -1.0], [0.1, -0.7, -0.6], [0.3, 0.1, -0.8], [0.5, 0.2, 0.2], [-0.3, -0.4, 0.0], [1.0, -0.1, -0.1], [0.2, 0.3, 0.2], [0.6, -0.2, 0.0], [-0.1, 0.2, 0.5], [-0.9, -0.4, -0.5], [-0.1, -0.7, -0.7], [-0.5, 0.5, 0.1], [-0.2, -0.1, 0.1], [-0.3, -0.1, -0.1], [0.2, -0.5, 0.0], [0.4, 0.1, 0.0], [0.1, -0.1, -0.8], [-0.3, 0.3, -0.1], [0.1, 0.3, 0.7], [0.8, 0.9, -0.7], [-0.1, 0.4, -0.3], [1.1, 0.2, 1.3], [0.3, -0.7, -0.5], [0.8, 1.1, -1.8], [0.9, 1.2, -1.1], [0.3, -0.1, 0.1], [0.0, -1.0, -0.1], [-0.1, -0.1, -0.1], [0.7, -0.3, -0.2], [0.1, -0.7, -0.1], [1.1, -0.6, -0.2], [-0.5, 0.6, -0.6], [-0.4, -0.3, -0.4], [-0.1, 0.2, 0.2], [0.2, 0.8, 0.2], [0.2, -0.1, 0.7], [-0.2, 0.1, 0.3], [-0.3, 0.1, 0.2], [0.0, -0.1, 0.1], [0.0, 0.2, 0.2], [-0.2, -0.1, -0.1], [-0.5, 0.4, -0.4]], "lowdin_charge": [0.59, 0.91, -0.20, -0.23, -0.02, -0.19, -0.21, 0.00, 0.12, 0.17, -0.27, -0.17, 0.17, -0.21, -0.20, 0.14, -0.05, 0.07, 0.05, -0.05, -0.02, -0.15, -0.22, -0.06, -0.07, -0.66, -0.01, -0.11, -0.25, -0.09, -0.12, -0.23, -0.82, -0.40, -0.09, -0.19, -0.20, -0.41, -0.09, -0.18, -0.18, -0.17, -0.10, -0.06, -0.04, -0.12, -0.16, -0.15, -0.19, 0.10, 0.07, 0.09, 0.09, 0.09, 0.11, 0.13, 0.12, 0.09, 0.12, 0.12, 0.08, 0.11, 0.14, 0.13, 0.10, 0.10, 0.10, 0.10, 0.13, 0.11, 0.07, 0.13, 0.09, 0.09, 0.08, 0.13, 0.08, 0.14, 0.10, 0.13, 0.13, 0.14, 0.14, 0.12, 0.08, 0.12, 0.06, 0.08, 0.09, 0.09, 0.10, 0.09, 0.09, 0.05, 0.09, 0.15, 0.09, 0.09, 0.14, 0.13, 0.12, 0.10, 0.08, 0.10, 0.14, 0.07, 0.11, 0.09, 0.10, 0.11, 0.13, 0.09, 0.03, 0.11, 0.08, 0.06, 0.12, 0.09]}